[1]
A cluster of 2 separate species, C3H9ClO in total at a distorted geometry. Source: the OMol25 dataset; level of theory: ωB97M-V/def2-TZVPD.

Last column: natural (NBO) charge in e.
Atoms and positions in Å:
Cl  -1.44573  1.44338  0.30787  -0.083
C  0.12486  -0.86689  1.99775  -0.618
C  -0.53440  0.08586  -0.30950  -0.393
C  0.65422  -0.30432  0.63149  -0.407
H  -0.40069  -1.82664  1.85887  0.204
H  -0.52981  -0.18660  2.56803  0.218
H  1.04036  -1.04892  2.58541  0.208
H  -0.15884  0.41529  -1.29737  0.226
H  -1.26899  -0.72417  -0.48175  0.209
H  1.28904  -1.08075  0.16288  0.212
H  1.27750  0.59945  0.77346  0.205
O  0.00979  0.76814  -2.87800  -0.939
H  0.04015  1.47277  -2.19182  0.474
H  -0.09741  1.25341  -3.72727  0.484

* gap between HOMO and LUMO: 10.94 eV
* multiplicity: 1
* structure (SMILES): CCCCl.O

=====

[2]
A cluster of 11 separate species, C12H8Cl40FP in total. Source: the OMol25 dataset; level of theory: ωB97M-V/def2-TZVPD.

Last column: natural (NBO) charge in e.
Atoms and positions in Å:
C  4.51665  6.26851  1.10763  -0.627
C  3.46789  7.31726  1.54219  -0.755
P  1.74931  6.62049  1.21978  1.083
F  0.26783  5.89860  0.90116  -0.648
H  5.11773  5.93559  1.95697  0.217
H  4.04311  5.35765  0.71635  0.187
H  5.19373  6.66193  0.34935  0.220
H  3.56826  7.51336  2.61077  0.217
H  3.60074  8.23624  0.96726  0.212
H  1.87507  5.76061  2.32247  -0.036
H  2.11805  6.25998  -0.08685  -0.040
H  1.09396  7.84275  1.41785  -0.034
C  -1.28219  2.67154  -0.25153  -0.224
Cl  -2.01549  3.15210  -1.78832  0.050
Cl  -1.95169  3.63818  1.05979  0.070
Cl  -1.61970  0.95645  0.03111  0.043
Cl  0.46295  2.92084  -0.33000  0.054
C  -4.37612  -2.21517  0.49506  -0.222
Cl  -5.05732  -1.68286  -1.04456  0.061
Cl  -5.01885  -1.22318  1.80466  0.063
Cl  -4.79498  -3.90262  0.78551  0.065
Cl  -2.61436  -2.01238  0.42420  0.050
C  -1.90397  -6.72544  -0.45094  -0.225
Cl  -1.60886  -5.05408  0.02385  0.060
Cl  -2.55074  -6.75679  -2.09288  0.059
Cl  -0.39916  -7.64750  -0.38052  0.057
Cl  -3.08301  -7.44556  0.65677  0.047
C  -3.78997  -0.24984  -4.80445  -0.227
Cl  -2.81866  -1.65661  -5.24836  0.057
Cl  -3.76697  0.92372  -6.12372  0.056
Cl  -5.45986  -0.76228  -4.51191  0.047
Cl  -3.12851  0.48968  -3.34599  0.066
C  4.27676  0.68529  0.08995  -0.226
Cl  3.71088  0.10425  1.65765  0.060
Cl  3.48962  -0.22871  -1.19758  0.063
Cl  3.87540  2.39975  -0.07985  0.043
Cl  6.02673  0.49197  -0.01966  0.061
C  8.93210  3.65522  0.33161  -0.226
Cl  7.20836  4.03550  0.33327  0.059
Cl  9.18946  2.07106  -0.41031  0.053
Cl  9.80546  4.88190  -0.59047  0.058
Cl  9.53049  3.62836  1.99275  0.057
C  -1.85423  -6.61280  4.61785  -0.227
Cl  -2.61257  -5.52950  3.44757  0.059
Cl  -2.98220  -6.93224  5.93989  0.055
Cl  -1.42033  -8.13538  3.83681  0.057
Cl  -0.39501  -5.85033  5.25941  0.055
C  4.23742  9.30256  5.50905  -0.228
Cl  5.71625  8.45298  5.04902  0.058
Cl  2.83923  8.31282  5.07333  0.052
Cl  4.23607  9.59067  7.24946  0.064
Cl  4.15274  10.84366  4.65247  0.060
C  -6.69541  -5.95203  -2.81140  -0.227
Cl  -6.31337  -6.39343  -4.47774  0.056
Cl  -8.41683  -6.20635  -2.50826  0.056
Cl  -5.73908  -6.96354  -1.72184  0.051
Cl  -6.28445  -4.25856  -2.53280  0.058
C  -4.86814  -10.49761  -5.72264  -0.227
Cl  -4.75338  -9.24802  -4.48275  0.060
Cl  -3.29940  -11.28410  -5.92527  0.056
Cl  -6.07089  -11.69713  -5.24017  0.057
Cl  -5.35653  -9.75744  -7.25204  0.052

* gap between HOMO and LUMO: 10.11 eV
* multiplicity: 1
* structure (SMILES): ClC(Cl)(Cl)Cl.ClC(Cl)(Cl)Cl.ClC(Cl)(Cl)Cl.ClC(Cl)(Cl)Cl.ClC(Cl)(Cl)Cl.ClC(Cl)(Cl)Cl.ClC(Cl)(Cl)Cl.ClC(Cl)(Cl)Cl.ClC(Cl)(Cl)Cl.ClC(Cl)(Cl)Cl.CC[PH3]F

=====

Across the entries above, ΔE to the lowest compared entry with this formula, charge and spin takes the values 0.5454; 0.0000 eV, respectively.
Across the entries above, M takes the values 96.56; 1620.29 g/mol, respectively.